C22H59BF4N2O16 | ωB97M-V with the def2-TZVPD basis set

As for the total energy: -2611.2043 Ha. For the HOMO-LUMO gap, the calculation gives 7.47 eV. The molecular weight comes out at 694.52 g/mol. The HOMO energy is -9.252 eV. The calculation puts the LUMO energy at -0.0653 Eh. As for the maximum force: 0.05855 hartree/bohr.

Each line ends with the Mulliken charge.
Cartesian coordinates (Å):
C1 6.854 0.693 9.143  -0.986
C2 6.702 0.048 7.742  -0.341
N1 6.640 1.028 6.611  0.185
C3 7.436 2.158 6.462  -0.350
C4 7.073 2.794 5.298  -0.401
N2 6.082 2.075 4.708  0.096
C5 5.803 0.992 5.508  -0.267
C6 5.431 2.345 3.425  -0.778
H1 7.359 0.094 9.900  0.332
H2 5.889 0.878 9.617  0.303
H3 7.433 1.602 8.980  0.293
H4 5.815 -0.585 7.777  0.316
H5 7.569 -0.537 7.436  0.321
H6 8.212 2.363 7.185  0.417
H7 7.389 3.648 4.718  0.421
H8 5.056 0.248 5.272  0.454
H9 4.356 2.213 3.547  0.353
H10 5.755 1.632 2.667  0.347
H11 5.608 3.350 3.040  0.286
B1 -0.173 -0.900 -0.250  0.636
F1 0.091 -0.033 -1.296  -0.404
F2 0.670 -0.704 0.837  -0.414
F3 -1.466 -0.687 0.173  -0.397
F4 -0.055 -2.235 -0.618  -0.422
C7 -8.841 -1.727 3.064  -0.416
C8 -8.055 -0.680 2.214  -0.205
O1 -8.704 0.563 2.176  -0.525
O2 -8.525 -1.567 4.465  -0.525
H12 -8.746 -2.742 2.678  0.305
H13 -9.919 -1.568 3.042  0.245
H14 -8.056 -1.025 1.180  0.281
H15 -7.049 -0.515 2.598  0.248
H16 -8.702 0.947 3.056  0.291
H17 -7.712 -2.023 4.693  0.301
C9 2.937 -4.931 4.139  -0.330
C10 3.829 -5.026 2.894  -0.417
O3 4.467 -6.297 2.938  -0.503
O4 3.611 -4.721 5.342  -0.511
H18 2.189 -5.719 4.223  0.295
H19 2.370 -4.018 3.955  0.292
H20 4.493 -4.162 2.870  0.295
H21 3.203 -5.017 2.002  0.280
H22 5.411 -6.125 2.901  0.303
H23 4.309 -5.378 5.397  0.298
C11 3.118 4.215 -5.359  -0.348
C12 1.725 4.152 -6.024  -0.373
O5 1.678 4.645 -7.361  -0.515
O6 4.099 3.537 -6.130  -0.532
H24 3.116 3.901 -4.316  0.337
H25 3.388 5.271 -5.389  0.280
H26 1.071 4.795 -5.436  0.283
H27 1.350 3.128 -6.001  0.270
H28 2.436 4.277 -7.820  0.315
H29 5.000 3.730 -5.861  0.284
C13 -0.676 6.051 0.841  -0.331
C14 -1.747 5.562 1.849  -0.534
O7 -2.259 6.445 2.807  -0.493
O8 -1.193 6.813 -0.227  -0.504
H30 -0.153 5.189 0.427  0.313
H31 0.146 6.592 1.311  0.305
H32 -1.415 4.740 2.483  0.347
H33 -2.531 5.111 1.239  0.307
H34 -1.457 6.707 3.265  0.296
H35 -0.449 7.117 -0.751  0.295
C15 -4.644 -6.021 1.076  -0.205
C16 -5.049 -7.483 1.433  -0.512
O9 -5.688 -7.528 2.738  -0.525
O10 -3.762 -5.505 1.999  -0.527
H36 -5.528 -5.385 1.112  0.218
H37 -4.266 -6.035 0.053  0.318
H38 -4.198 -8.163 1.442  0.293
H39 -5.768 -7.852 0.700  0.320
H40 -4.972 -7.284 3.330  0.313
H41 -3.436 -4.653 1.698  0.308
C17 -3.138 -2.171 -5.856  -0.294
C18 -3.832 -1.979 -7.244  -0.432
O11 -4.921 -2.868 -7.558  -0.533
O12 -4.070 -1.786 -4.832  -0.511
H42 -2.182 -1.658 -5.753  0.340
H43 -2.906 -3.235 -5.881  0.212
H44 -3.167 -2.027 -8.106  0.367
H45 -4.305 -0.997 -7.265  0.228
H46 -4.861 -3.221 -8.449  0.302
H47 -3.474 -1.451 -4.158  0.321
C19 4.597 -2.231 -5.444  -0.343
C20 4.487 -2.742 -4.081  -0.434
O13 4.597 -1.693 -3.134  -0.532
O14 3.459 -1.450 -5.633  -0.486
H48 4.584 -2.943 -6.270  0.264
H49 5.496 -1.623 -5.545  0.289
H50 5.309 -3.441 -3.926  0.308
H51 3.543 -3.255 -3.897  0.309
H52 3.755 -1.236 -3.205  0.327
H53 3.805 -0.592 -5.892  0.297
C21 -4.638 3.926 -4.316  -0.213
C22 -4.966 5.456 -4.254  -0.608
O15 -5.234 5.902 -2.968  -0.479
O16 -5.857 3.214 -4.070  -0.502
H54 -3.886 3.517 -3.640  0.325
H55 -4.238 3.750 -5.314  0.253
H56 -5.824 5.693 -4.883  0.290
H57 -4.201 6.135 -4.631  0.343
H58 -4.365 5.888 -2.562  0.284
H59 -5.541 2.308 -4.064  0.305